one:
C5H14NO | ωB97M-V/def2-TZVPD

ORCA input file:
```
! RIJCOSX wB97M-V def2-TZVPD def2/J DEFGRID3
* xyz 1 1
C -3.079 -0.037 -0.811
C -2.406 1.260 -0.316
C -1.350 0.977 0.836
C -0.108 0.536 0.118
C 1.230 0.627 0.504
N 2.017 -0.654 0.770
H -3.166 -0.016 -1.868
H -4.014 -0.184 -0.419
H -2.522 -1.041 -0.639
H -3.207 1.983 0.143
H -1.880 1.717 -1.097
H -1.657 0.224 1.543
H -1.132 1.859 1.461
H -0.014 0.039 -0.873
H 1.602 1.446 1.169
H 2.445 -0.601 1.608
H 2.607 -0.945 -0.036
H 1.369 -1.445 0.839
H 4.067 -2.084 -1.661
H 5.097 -1.782 -0.604
O 4.101 -1.880 -0.669
*
```

HOMO (eV): -13.19
HOMO-LUMO gap (hartree): 0.32890
LUMO energy (eV): -4.24
Molar mass (u): 104.2

Atomic partial charges in e from the Mulliken method, atoms 1 to 4:
1 C -1.165
2 C -0.469
3 C -0.439
4 C -0.180

two:
C5H14NO | ωB97M-V/def2-TZVPD

ORCA input file:
```
! RIJCOSX wB97M-V def2-TZVPD def2/J DEFGRID3
* xyz 1 1
C -1.800 1.576 -0.922
C 0.582 -0.256 1.601
C 2.256 -1.162 -0.650
C -0.567 1.775 -0.060
C 0.234 -0.170 0.140
N -0.999 -1.148 -0.037
O 1.079 -0.384 -0.882
H -2.521 1.116 -0.412
H -1.534 0.968 -1.776
H -2.247 2.411 -1.310
H 0.827 -1.388 1.786
H 1.369 0.453 1.916
H -0.286 0.151 2.269
H 2.180 -2.108 -0.190
H 2.966 -0.645 -0.071
H 2.583 -1.506 -1.639
H 0.382 2.081 -0.496
H -0.683 2.183 1.060
H -0.921 -2.040 0.472
H -1.880 -0.793 0.314
H -1.191 -1.319 -1.092
*
```

HOMO (eV): -13.37
HOMO-LUMO gap (hartree): 0.36730
LUMO energy (eV): -3.38
Molar mass (u): 104.2

Atomic partial charges in e from the Mulliken method, atoms 1 to 4:
1 C -1.333
2 C -1.424
3 C -0.902
4 C -0.176

three:
C5H14NO | ωB97M-V/def2-TZVPD

ORCA input file:
```
! RIJCOSX wB97M-V def2-TZVPD def2/J DEFGRID3
* xyz 1 1
C -0.786 1.333 -1.972
C -0.038 2.114 -0.901
C -0.197 1.630 0.526
C -0.114 0.136 0.644
C -0.472 -0.603 1.668
N -0.182 -2.073 1.689
H -0.128 0.676 -2.538
H -1.230 2.027 -2.662
H -1.550 0.689 -1.568
H -0.265 3.172 -1.000
H 1.028 2.091 -1.137
H -1.127 2.002 0.960
H 0.573 2.039 1.190
H 0.257 -0.347 -0.259
H -0.911 -0.286 2.607
H 0.285 -2.259 2.571
H 0.534 -2.308 0.990
H -0.977 -2.694 1.594
H 2.237 -1.828 -0.864
H 1.555 -3.164 -1.021
O 1.507 -2.347 -0.515
*
```

HOMO (eV): -14.12
HOMO-LUMO gap (hartree): 0.39931
LUMO energy (eV): -3.25
Molar mass (u): 104.2

Atomic partial charges in e from the Mulliken method, atoms 1 to 4:
1 C -1.160
2 C -0.526
3 C -0.701
4 C -0.264

Stability ranking, top and bottom: three is the most stable and two is the least stable.

one:
C5H14NO | ωB97M-V/def2-TZVPD

ORCA input file:
```
! RIJCOSX wB97M-V def2-TZVPD def2/J DEFGRID3
* xyz 1 1
C -0.110 2.608 2.046
C 0.191 1.111 2.190
C 1.122 0.445 1.187
C 0.876 0.695 -0.312
C -0.749 -0.913 -1.434
N -0.426 0.106 -0.737
H -0.920 3.024 2.661
H 0.724 3.276 2.230
H -0.356 2.747 0.986
H 0.558 0.878 3.194
H -0.857 0.776 2.158
H 2.213 0.492 1.343
H 0.889 -0.620 1.309
H 0.980 1.741 -0.601
H 1.619 0.156 -0.898
H -1.778 -1.268 -1.518
H 0.058 -1.585 -1.635
H -1.264 0.623 -0.455
H -0.435 -4.287 -2.412
H -1.413 -3.308 -3.106
O -0.692 -3.343 -2.473
*
```

HOMO (eV): -14.92
HOMO-LUMO gap (hartree): 0.37640
LUMO energy (eV): -4.68
Molar mass (u): 104.2

Atomic partial charges in e from the Mulliken method, atoms 1 to 4:
1 C -1.113
2 C -0.448
3 C -0.334
4 C -0.809

two:
C5H14NO | ωB97M-V/def2-TZVPD

ORCA input file:
```
! RIJCOSX wB97M-V def2-TZVPD def2/J DEFGRID3
* xyz 1 1
C 2.035 0.476 0.064
C 0.714 -0.270 0.251
C -0.509 0.665 -0.262
C -0.804 1.805 0.618
C -0.624 1.655 1.961
N 0.620 -1.500 -0.645
H 2.270 0.596 -0.968
H 2.850 0.032 0.727
H 1.744 1.588 0.329
H 0.547 -0.682 1.228
H -0.143 0.969 -1.231
H -1.478 0.136 -0.463
H -0.836 2.811 0.091
H -1.025 2.387 2.703
H -0.357 0.709 2.372
H -0.210 -2.006 -0.669
H 0.763 -1.213 -1.642
H 1.266 -2.260 -0.383
H -2.348 -1.657 -2.114
H -2.606 -2.241 -0.714
O -1.871 -1.998 -1.253
*
```

HOMO (eV): -13.03
HOMO-LUMO gap (hartree): 0.35894
LUMO energy (eV): -3.27
Molar mass (u): 104.2

Atomic partial charges in e from the Mulliken method, atoms 1 to 4:
1 C -1.153
2 C -0.248
3 C -0.403
4 C -0.363

three:
C5H14NO | ωB97M-V/def2-TZVPD

ORCA input file:
```
! RIJCOSX wB97M-V def2-TZVPD def2/J DEFGRID3
* xyz 1 1
C -1.045 0.898 0.999
C 0.332 0.375 1.360
C 1.148 0.007 0.143
C 2.296 -0.654 0.270
C 3.113 -1.122 -0.888
N -1.917 -0.305 0.606
H -1.108 1.492 0.091
H -1.548 1.379 1.834
H 0.218 -0.420 2.097
H 0.827 1.179 1.898
H 0.825 0.467 -0.787
H 2.671 -0.835 1.269
H 3.379 -0.293 -1.526
H 2.642 -1.816 -1.587
H 4.040 -1.587 -0.580
H -1.699 -0.809 -0.250
H -2.878 -0.021 0.531
H -1.852 -1.016 1.336
H -2.736 0.243 -2.744
H -2.373 1.547 -2.009
O -2.772 0.677 -1.883
*
```

HOMO (eV): -12.76
HOMO-LUMO gap (hartree): 0.35068
LUMO energy (eV): -3.22
Molar mass (u): 104.2

Atomic partial charges in e from the Mulliken method, atoms 1 to 4:
1 C -0.608
2 C -0.625
3 C -0.258
4 C -0.102

four:
C5H14NO | ωB97M-V/def2-TZVPD

ORCA input file:
```
! RIJCOSX wB97M-V def2-TZVPD def2/J DEFGRID3
* xyz 1 1
O 0.648 -0.899 -1.135
C 1.715 -0.610 -1.622
C 2.242 -0.951 -2.976
H 2.419 -0.014 -1.011
H 3.155 -1.532 -2.842
H 2.488 -0.013 -3.473
H 1.531 -1.531 -3.560
C 0.578 1.022 2.076
C -0.863 1.018 1.613
N -1.194 -0.199 0.815
C -2.581 -0.206 0.260
H 1.252 0.928 1.221
H 0.831 1.941 2.589
H 0.763 0.139 2.684
H -1.541 1.044 2.468
H -1.164 1.863 0.991
H -1.071 -1.025 1.406
H -0.495 -0.327 0.057
H -3.280 -0.107 1.087
H -2.698 -1.168 -0.231
H -2.734 0.629 -0.415
*
```

HOMO (eV): -14.13
HOMO-LUMO gap (hartree): 0.41845
LUMO energy (eV): -2.74
Molar mass (u): 104.2

Atomic partial charges in e from the Mulliken method, atoms 1 to 4:
1 O -0.609
2 C 0.300
3 C -1.089
4 H 0.309

Stability ranking, top and bottom: four is the most stable and two is the least stable.

one:
C5H14NO | ωB97M-V/def2-TZVPD

ORCA input file:
```
! RIJCOSX wB97M-V def2-TZVPD def2/J DEFGRID3
* xyz 1 1
C -0.867 -2.517 -0.564
C -1.050 -1.750 0.729
C -1.542 -0.346 0.439
C -0.482 0.468 -0.174
C -0.217 1.766 0.233
N 0.787 2.549 -0.515
H 0.001 -2.342 -1.145
H -1.239 -3.657 -0.378
H -1.690 -2.351 -1.180
H -1.711 -2.284 1.367
H -0.127 -1.763 1.279
H -2.246 -0.378 -0.473
H -2.067 0.090 1.253
H 0.116 -0.046 -0.829
H -0.660 2.269 1.111
H 1.250 3.182 0.167
H 1.579 1.927 -0.974
H 0.426 3.043 -1.362
H 3.998 0.870 0.341
H 2.677 0.202 0.437
O 3.062 1.068 0.239
*
```

HOMO (eV): -14.04
HOMO-LUMO gap (hartree): 0.39385
LUMO energy (eV): -3.33
Molar mass (u): 104.2

Atomic partial charges in e from the Mulliken method, atoms 1 to 4:
1 C -1.150
2 C -0.541
3 C -0.629
4 C -0.190

two:
C5H14NO | ωB97M-V/def2-TZVPD

ORCA input file:
```
! RIJCOSX wB97M-V def2-TZVPD def2/J DEFGRID3
* xyz 1 1
O 0.430 -0.150 -0.323
C 1.634 -0.118 -0.516
C 2.516 -1.319 -0.263
C 2.329 1.125 -1.021
H 1.915 -2.167 0.107
H 3.285 -1.077 0.490
H 3.020 -1.625 -1.195
H 3.083 1.465 -0.290
H 2.837 0.918 -1.978
H 1.600 1.938 -1.178
C -2.016 -0.377 1.738
C -2.519 -0.245 0.304
N -1.752 0.816 -0.416
H -0.949 -0.656 1.760
H -2.596 -1.165 2.248
H -2.143 0.568 2.291
H -2.398 -1.191 -0.259
H -3.590 0.031 0.272
H -0.739 0.580 -0.438
H -2.084 0.917 -1.396
H -1.863 1.732 0.063
*
```

HOMO (eV): -14.51
HOMO-LUMO gap (hartree): 0.42633
LUMO energy (eV): -2.91
Molar mass (u): 104.2

Atomic partial charges in e from the Mulliken method, atoms 1 to 4:
1 O -0.515
2 C 0.776
3 C -1.117
4 C -1.112

three:
C5H14NO | ωB97M-V/def2-TZVPD

ORCA input file:
```
! RIJCOSX wB97M-V def2-TZVPD def2/J DEFGRID3
* xyz 1 1
C -1.360 -0.151 -0.202
C -0.460 1.114 -0.357
C 0.796 0.893 0.505
C 0.903 1.116 1.812
C 2.198 1.358 2.491
N -0.537 -1.323 -0.722
H -2.340 0.150 -0.478
H -1.590 -0.500 0.804
H -0.934 1.921 0.227
H -0.213 1.431 -1.374
H 1.650 0.723 -0.201
H -0.060 1.050 2.345
H 2.545 2.398 2.457
H 2.977 0.693 2.044
H 2.103 1.312 3.580
H 0.391 -1.119 -0.284
H -0.606 -1.348 -1.758
H -0.818 -2.240 -0.408
H -1.853 -3.209 -3.245
H -1.450 -1.881 -4.023
O -1.342 -2.388 -3.212
*
```

HOMO (eV): -12.89
HOMO-LUMO gap (hartree): 0.35650
LUMO energy (eV): -3.19
Molar mass (u): 104.2

Atomic partial charges in e from the Mulliken method, atoms 1 to 4:
1 C -0.546
2 C -0.566
3 C -0.471
4 C -0.055

four:
C5H14NO | ωB97M-V/def2-TZVPD

ORCA input file:
```
! RIJCOSX wB97M-V def2-TZVPD def2/J DEFGRID3
* xyz 1 1
C -1.600 -1.013 -0.871
O -2.854 -0.411 -0.582
C -0.400 0.054 -0.878
C 0.996 -0.682 -0.728
C 1.097 -1.470 0.606
C 2.047 0.413 -0.776
N -0.635 0.805 0.258
H -1.372 -1.694 -0.049
H -1.632 -1.441 -1.876
H -2.728 0.268 0.088
H -0.408 0.499 -1.868
H 1.165 -1.325 -1.592
H 2.120 -1.566 0.951
H 0.634 -2.511 0.469
H 0.572 -0.821 1.343
H 2.112 1.069 -1.673
H 1.931 1.102 0.092
H 3.112 0.087 -0.837
H -0.614 1.817 0.058
H -2.043 3.260 4.139
H -1.501 3.561 3.726
*
```

HOMO (eV): -15.54
HOMO-LUMO gap (hartree): 0.23879
LUMO energy (eV): -9.04
Molar mass (u): 104.2

Atomic partial charges in e from the Mulliken method, atoms 1 to 4:
1 C -0.560
2 O -0.455
3 C 0.218
4 C 0.342

Stability ranking, top and bottom: two is the most stable and four is the least stable.

one:
C5H14NO | ωB97M-V/def2-TZVPD

ORCA input file:
```
! RIJCOSX wB97M-V def2-TZVPD def2/J DEFGRID3
* xyz 1 1
C -1.646 -0.151 -2.029
C -2.179 -0.284 -0.617
C -1.499 0.598 0.446
C -0.036 0.256 0.644
C 0.515 -1.247 2.483
N 0.236 -1.016 1.272
H -1.416 0.891 -2.266
H -0.722 -0.683 -2.251
H -2.401 -0.427 -2.757
H -3.234 0.005 -0.630
H -2.229 -1.323 -0.268
H -1.602 1.624 0.099
H -2.030 0.414 1.384
H 0.556 0.370 -0.263
H 0.459 1.034 1.238
H 0.674 -2.248 2.855
H 0.507 -0.473 3.241
H -0.002 -1.852 0.732
H 5.349 0.816 -1.445
H 5.667 2.198 -1.029
O 5.032 1.497 -0.839
*
```

HOMO (eV): -13.90
HOMO-LUMO gap (hartree): 0.32165
LUMO energy (eV): -5.15
Molar mass (u): 104.2

Atomic partial charges in e from the Mulliken method, atoms 1 to 4:
1 C -1.187
2 C -0.415
3 C -0.418
4 C -0.830

two:
C5H14NO | ωB97M-V/def2-TZVPD

ORCA input file:
```
! RIJCOSX wB97M-V def2-TZVPD def2/J DEFGRID3
* xyz 1 1
C 0.529 -1.056 -1.298
C 0.453 -1.603 0.167
C 0.314 -0.323 1.033
C -0.797 -0.036 1.659
C 1.632 0.507 1.339
N -0.871 -0.412 -1.749
H 0.864 -1.790 -2.091
H 1.314 -0.202 -1.201
H -0.557 -2.242 0.277
H 1.362 -2.261 0.389
H -1.766 0.049 1.006
H -0.695 0.407 2.630
H 2.521 0.156 0.790
H 1.962 0.519 2.432
H 1.489 1.553 1.024
H -0.906 0.436 -1.162
H -1.625 -1.041 -1.455
H -1.025 -0.050 -2.644
H -0.973 2.331 0.379
H -1.684 2.945 -1.002
O -1.541 2.113 -0.522
*
```

HOMO (eV): -12.74
HOMO-LUMO gap (hartree): 0.35123
LUMO energy (eV): -3.18
Molar mass (u): 104.2

Atomic partial charges in e from the Mulliken method, atoms 1 to 4:
1 C -0.538
2 C -0.583
3 C 0.656
4 C -0.825

Stability ranking, top and bottom: one is the most stable and two is the least stable.